72
Properties=species:S:1:pos:R:3:forces:R:3 method="wB97M-V/def2-TZVPD" spin_multiplicity=4 homo_lumo_gap_ha="0.227 / 0.192" total_energy_ev=-199457.7304
Tc -1.386045 -0.984958 0.847298 -0.7 0.8 -1.1
C 0.768961 -2.468838 -2.678382 0.1 0.0 -0.1
C -0.226190 -1.933032 -1.848262 -0.2 0.1 0.0
N -0.050145 -1.761772 -0.553767 0.4 -0.2 -0.2
C 1.137382 -2.141711 0.011826 0.5 0.0 0.3
C 2.185584 -2.695082 -0.752932 -0.3 0.1 0.1
C 1.973179 -2.834164 -2.143539 -0.2 0.1 0.2
C 3.359722 -3.128534 -0.099336 0.1 0.0 0.2
C 3.437087 -3.056736 1.265700 0.1 0.0 -0.3
C 2.403425 -2.499274 2.036490 -0.5 0.2 0.0
C 1.266943 -1.983401 1.432939 0.5 -0.4 -0.6
N 0.169228 -1.395252 2.017927 -0.3 0.0 0.2
C 0.095190 -0.851097 3.283691 -0.1 0.3 0.4
C 1.113965 -0.594622 4.187551 -0.1 -0.2 -0.4
C 0.827392 -0.097201 5.470306 -0.2 0.0 0.2
C -0.454977 0.135997 5.886915 0.2 0.0 0.1
C -1.517831 -0.013845 4.969624 0.0 0.0 -0.3
C -2.869201 0.267262 5.272640 0.1 -0.1 -0.2
C -3.820312 0.164128 4.293824 0.0 0.1 0.1
C -3.434336 -0.181981 2.992358 -0.2 0.0 -0.2
N -2.184905 -0.464517 2.684132 -0.1 0.1 0.6
C -1.228954 -0.439115 3.657792 0.5 0.0 0.3
H 0.558132 -2.609447 -3.728814 0.0 0.1 0.0
H -1.199192 -1.672555 -2.241122 0.0 0.1 0.0
H 2.761469 -3.259765 -2.752721 0.0 0.0 0.0
H 4.164371 -3.551430 -0.687351 0.0 0.0 0.0
H 4.310677 -3.441030 1.776482 0.0 0.0 0.0
H 2.485206 -2.534485 3.111345 0.0 0.1 0.0
H 2.144549 -0.760562 3.915797 0.0 0.0 0.0
H 1.652475 0.086171 6.146819 0.0 0.0 0.0
H -0.669337 0.461868 6.896405 0.0 0.0 0.0
H -3.126530 0.562704 6.282172 -0.1 0.0 0.0
H -4.861083 0.369186 4.499869 0.0 0.0 0.0
H -4.153609 -0.227875 2.183574 0.0 0.0 0.0
O -2.971696 4.651696 -1.015741 0.1 -0.2 -0.1
C -2.603048 3.516145 -0.904325 -0.1 0.4 -0.1
C -3.467940 2.256175 -1.079148 -0.2 -0.3 -0.1
O -4.538386 2.195757 -1.625536 -0.1 0.0 0.1
C -2.667452 1.179137 -0.463672 1.4 1.7 0.2
C -1.425785 1.689373 -0.052684 -1.4 -0.7 -0.3
O -0.584041 0.908343 0.548078 -0.4 -1.4 1.0
C -1.218124 3.040072 -0.489424 1.8 1.3 -0.3
O -0.141943 3.628912 -0.587574 -2.2 0.2 0.7
O -2.910861 -0.058880 -0.269977 0.0 -1.8 0.6
C 1.233404 4.217367 -3.366326 0.0 -0.2 -0.2
Ge 1.971609 2.519357 -4.013259 0.4 -0.2 0.6
C 3.359488 2.702405 -5.399924 -0.3 0.1 0.1
C 0.519583 1.341747 -4.630764 0.1 0.2 0.0
C 2.842631 1.615256 -2.441115 -0.2 0.0 -0.4
Se 1.477244 1.370267 -1.082928 0.6 -0.8 -0.9
C 2.573423 1.539779 0.495282 0.0 -0.1 -0.1
H 0.962538 4.873120 -4.192435 0.0 0.0 -0.1
H 1.947814 4.738617 -2.729117 0.0 0.0 0.0
H 0.340768 4.024299 -2.771522 0.1 0.0 0.0
H 2.926274 3.091333 -6.320596 0.0 0.0 -0.1
H 3.803352 1.729703 -5.611696 0.0 0.0 0.0
H 4.146055 3.382450 -5.074442 0.0 0.0 0.0
H -0.083097 1.838194 -5.390318 0.0 0.0 0.0
H -0.129681 1.088685 -3.790942 0.0 0.0 0.0
H 0.917168 0.421362 -5.055415 0.0 -0.1 0.0
H 3.635693 2.231961 -2.017810 0.0 0.1 -0.1
H 3.253259 0.638140 -2.704366 0.1 0.1 -0.1
H 3.130833 2.471931 0.433586 0.0 0.0 0.1
H 3.243980 0.684250 0.567223 0.1 0.1 0.1
H 1.883257 1.561328 1.335687 0.1 0.0 0.1
Cl -5.561822 -2.648662 0.110487 0.0 0.0 0.0
C -4.380464 -3.962486 0.325038 0.1 0.2 0.1
Cl -4.505934 -4.653351 1.947562 0.0 -0.1 0.0
C -2.990272 -3.351100 0.059813 -0.3 -0.7 -0.9
O -2.471709 -3.540636 -1.027882 -0.2 0.2 0.5
O -2.538081 -2.660846 1.044921 0.7 0.9 0.3
H -4.610347 -4.736242 -0.395994 0.1 0.0 0.0

14
Properties=species:S:1:pos:R:3:forces:R:3 method="wB97M-V/def2-TZVPD" smiles=CCc1cn[nH]p1 homo_lumo_gap_ha=0.312 total_energy_ev=-16527.4786
C -1.699570 1.460072 -0.069200 1.8 -0.7 0.1
C -0.799873 0.450683 -0.080016 -0.9 -4.3 0.1
C 1.241945 -1.039702 0.043059 2.0 1.6 0.0
C 0.718482 0.421183 -0.015100 0.5 0.4 0.6
N -2.969381 1.154322 0.023968 -1.4 2.4 -0.1
N -3.205752 -0.108577 0.063188 -4.1 0.5 -0.3
P -2.103027 -1.304499 -0.027411 3.7 2.5 0.0
H -1.343405 2.465701 -0.114912 -0.4 0.7 0.1
H 1.329187 -1.398194 1.077831 -0.9 -0.3 -0.5
H 2.279072 -1.170511 -0.368029 -0.8 0.5 0.3
H 0.588263 -1.429452 -0.671220 -0.9 -2.2 -0.5
H 1.173070 0.935117 -0.956021 -0.7 -0.4 2.0
H 1.002153 0.831890 1.018587 -0.1 0.4 -1.9
H -4.279325 -0.149559 0.021130 2.2 -1.0 0.3

15
Properties=species:S:1:pos:R:3:forces:R:3 method="wB97M-V/def2-TZVPD" smiles="C[C@@H]1N=N[C@@]1(C)C#N" homo_lumo_gap_ha=0.378 total_energy_ev=-9765.1280
C -2.559829 0.324879 0.400013 -5.1 2.4 -0.3
C -0.556277 -1.038628 0.713951 0.3 1.8 -2.2
C -1.438797 -0.180698 -0.297507 0.6 -1.7 1.3
C 0.863495 -0.541965 0.919128 1.1 -2.5 -0.6
C -0.875999 0.896310 -1.153664 1.7 -2.0 -3.3
N -3.586956 0.873892 0.594257 2.9 -1.7 0.2
N -0.913128 -2.197568 -0.113837 1.7 -1.5 0.7
N -1.674012 -1.692446 -0.914481 -0.5 2.9 -0.3
H -1.134187 -1.179888 1.570156 -0.5 0.0 2.0
H 1.440450 -0.666934 -0.032570 -0.7 1.3 0.3
H 1.416501 -1.394690 1.366023 -0.3 0.7 1.0
H 0.981416 0.422572 1.470659 -0.2 -1.0 -0.7
H -1.447129 0.866701 -2.110210 0.3 0.1 0.5
H 0.181370 0.634927 -1.443294 -1.0 0.1 0.2
H -0.823692 1.909128 -0.888764 -0.5 1.2 1.3

Energy relative to the best compared isomer or geometry (same formula, charge and spin), respectively: 0.000 2.331 4.260 eV.